## 1
# CH20O9

A 9-piece molecular cluster, CH20O9 overall (wB97M-V/def2-TZVPD, the OMol25 dataset).

## Properties
SMILES: CO.O.O.O.O.O.O.O.O
Kohn-Sham gap: 11.075 eV
Lowest unoccupied orbital energy: 0.075 eV

```
! wB97M-V def2-TZVPD RIJCOSX def2/J DEFGRID3
* xyz 0 1
C -1.8036 1.8894 -1.4256
O -1.6494 1.0933 -0.2234
H -1.3985 2.8493 -1.2462
H -1.3263 1.3753 -2.2552
H -2.9031 1.9361 -1.6739
H -2.5207 1.0181 0.2682
O -2.0327 0.8172 2.9357
H -1.4836 0.1039 3.1989
H -1.3969 1.2575 2.3362
O -4.3824 1.7809 0.7809
H -4.0719 1.2939 1.5713
H -3.7708 2.5457 0.6605
O 1.3967 -3.1576 -0.1656
H 1.6906 -3.4676 -1.0281
H 2.0064 -2.4191 -0.0071
O 3.0238 -0.3966 -2.6361
H 3.5985 0.3755 -2.4455
H 2.1275 -0.0233 -2.4950
O 1.1578 0.7744 0.8200
H 1.8484 0.3418 0.2796
H 0.2996 0.5416 0.4214
O 0.1956 -1.0511 2.5402
H 0.8574 -0.6370 1.9064
H 0.5924 -1.8774 2.7968
O 3.1751 -1.1813 -0.1501
H 3.9353 -1.6648 0.2822
H 3.3008 -1.1524 -1.1251
O 0.0512 -0.8267 -1.5792
H 0.3253 -1.5764 -1.0637
H -0.8425 -0.5627 -1.2786
*
```

## 2
# CH20O9

A 9-piece molecular cluster, CH20O9 overall (wB97M-V/def2-TZVPD, the OMol25 dataset).

## Properties
Kohn-Sham gap: 7.262 eV
Lowest unoccupied orbital energy: -1.556 eV

```
! wB97M-V def2-TZVPD RIJCOSX def2/J DEFGRID3
* xyz 0 1
O 1.2224 -2.2499 1.7635
H 2.0994 -2.7599 1.5615
H 1.3104 -1.6599 2.5405
H 0.8774 -1.8399 1.1025
C 0.5074 0.5731 0.4115
O -0.1156 -0.6519 0.1215
H -0.2156 1.5431 0.4505
H 1.1054 0.6611 -0.4365
H 0.8834 0.1741 1.3945
O -0.2916 -2.9079 -1.8365
H -1.0326 -3.4539 -1.4365
H -0.5426 -2.0409 -1.5065
O -1.6786 -0.1979 -2.2815
H -1.2606 0.5321 -2.6755
H -1.1696 -0.1029 -1.5065
O 0.1904 3.8171 -0.7645
H -0.6586 3.3881 -0.7625
H 0.5724 3.0111 -0.4655
O -3.0456 2.2371 1.6825
H -3.5386 2.9361 1.9125
H -2.3066 2.0491 2.1775
O 3.3424 1.1241 2.3675
H 2.5134 0.8471 1.9875
H 3.7814 0.9381 1.5385
O 2.1654 -0.9649 -3.4705
H 2.0654 -0.0779 -3.0235
H 1.2784 -0.9599 -3.8575
O -2.7206 -1.7089 1.0165
H -1.9766 -1.2169 0.7375
H -3.3626 -1.0369 1.2575
*
```

The structure with the most favorable energy is 1; the runner-up is 148.8 kcal/mol above it.

## 1
# C6H8BrO2

A 2-piece molecular cluster, C6H8BrO2 overall (wB97M-V/def2-TZVPD, the OMol25 dataset).

## Properties
Kohn-Sham gap: 5.938 eV
Lowest unoccupied orbital energy: 2.981 eV

```
! wB97M-V def2-TZVPD RIJCOSX def2/J DEFGRID3
* xyz -1 1
C -2.8427 1.6588 -0.0722
C -1.5971 1.2110 -0.6457
C 2.0680 -0.2884 -0.6944
C 0.9632 -0.5763 -0.0235
C -0.0875 -1.2401 -0.7201
C 0.9628 -0.5859 1.5287
O -1.9107 1.7849 0.8196
O -4.0266 1.7774 -0.1929
Br 3.6705 0.5891 -0.1265
H -1.1481 2.0183 -1.3262
H 2.1276 -0.4063 -1.7707
H 0.2370 -1.7242 -1.6039
H -0.7913 -0.3979 -0.9274
H -0.5334 -1.9988 -0.1248
H 1.7149 -0.0770 2.1040
H 1.0058 -1.6673 1.9140
H 0.1876 -0.0773 1.8621
*
```

## 2
# C6H8BrO2

An isolated ion of composition C6H8BrO2 and charge -1 (wB97M-V/def2-TZVPD, the OMol25 dataset).

## Properties
SMILES: C=C(C)[C@](C)(Br)C(=O)[O-]
Kohn-Sham gap: 8.046 eV
Lowest unoccupied orbital energy: 3.376 eV

```
! wB97M-V def2-TZVPD RIJCOSX def2/J DEFGRID3
* xyz -1 1
C 1.1840 0.3147 -0.0937
C 0.0006 0.0675 0.4757
C -1.4325 -2.0757 0.2676
C -0.1583 0.1801 1.9592
C -0.8261 -0.5840 -1.7755
C -1.1412 -0.5245 -0.2917
O -0.4824 -2.7834 -0.1046
O -2.4266 -2.2859 0.9429
Br -2.6315 0.8264 -0.1211
H 1.6101 -0.1546 -1.0365
H 2.0592 0.3488 0.5719
H 0.7175 0.7119 2.5451
H -1.0856 0.7603 2.1853
H -0.3479 -0.9105 2.2573
H -0.1023 -1.4814 -1.9451
H -1.6961 -0.7839 -2.3650
H -0.2394 0.2981 -2.0484
*
```

The structure with the most favorable energy is 2; the runner-up is 88.9 kcal/mol above it.

## 1
# C4H9ClO2

One molecule with the formula C4H9ClO2 (wB97M-V/def2-TZVPD, the OMol25 dataset).

## Properties
SMILES: COC(C)(Cl)OC
Kohn-Sham gap: 11.110 eV
Lowest unoccupied orbital energy: 0.915 eV

```
! wB97M-V def2-TZVPD RIJCOSX def2/J DEFGRID3
* xyz 0 1
C 0.3525 0.2795 -1.6731
C 1.6043 1.0649 0.8069
C -1.6331 -1.5156 0.8529
C -0.3151 0.0664 -0.3817
O 0.6590 0.0127 0.8311
O -1.0092 -1.1001 -0.3009
Cl -1.4024 1.4414 0.0111
H 1.0069 -0.5630 -1.8262
H -0.3881 0.1429 -2.5373
H 0.9410 1.1710 -1.7177
H 2.0974 1.0125 -0.1293
H 2.2579 0.6280 1.5745
H 1.1510 2.0922 1.0658
H -2.1579 -2.3076 0.5196
H -2.1768 -0.6341 1.2776
H -0.9875 -1.7910 1.6267
*
```

## 2
# C4H9ClO2

One molecule with the formula C4H9ClO2 (wB97M-V/def2-TZVPD, the OMol25 dataset).

## Properties
SMILES: CO[C@@H](C)[C@@H](O)Cl
Kohn-Sham gap: 10.875 eV
Lowest unoccupied orbital energy: 0.824 eV

```
! wB97M-V def2-TZVPD RIJCOSX def2/J DEFGRID3
* xyz 0 1
C 1.0222 -0.5288 0.6957
C -1.9146 -0.7425 0.2435
C 0.1723 0.3904 -0.1771
C 0.9213 0.7830 -1.4614
O 1.9594 1.6390 -1.2664
O -0.9343 -0.3263 -0.6754
Cl 1.5649 -0.6768 -2.4573
H 0.8116 -1.5777 0.4266
H 0.8187 -0.4921 1.8195
H 2.1579 -0.5404 0.4579
H -2.8604 -0.6255 -0.1587
H -2.0668 -0.1774 1.1864
H -1.7198 -1.7257 0.4551
H -0.3695 1.2646 0.2760
H 0.2000 1.1490 -2.3199
H 2.7287 1.4730 -1.8459
*
```

The structure with the most favorable energy is 1; the runner-up is 1.2 kcal/mol above it.